[1]
{"formula": "C34H48N7O3ScSi", "method": "wB97M-V/def2-TZVPD", "elements": ["Sc", "C", "Si", "C", "C", "N", "C", "C", "C", "C", "C", "C", "O", "C", "C", "C", "C", "C", "C", "H", "H", "H", "H", "H", "H", "H", "H", "H", "H", "H", "H", "H", "H", "H", "H", "H", "H", "C", "C", "N", "C", "C", "N", "C", "C", "H", "H", "H", "H", "H", "H", "H", "H", "H", "H", "H", "H", "H", "O", "C", "O", "C", "C", "C", "C", "C", "C", "H", "H", "H", "H", "H", "C", "N", "C", "N", "C", "N", "C", "N", "C", "C", "H", "H", "H", "H", "H", "H", "H", "H", "H", "H", "H", "H"], "xyz": [[0.1173, -0.0606, 0.3032], [-2.5854, -3.1679, 2.5143], [-2.4232, -2.4543, 0.7781], [-4.1017, -2.4860, -0.0457], [-1.2625, -3.5656, -0.2167], [-1.7430, -0.8333, 0.7509], [-2.5446, 0.2154, 1.2614], [-3.5482, 0.0638, 2.2271], [-4.2677, 1.1467, 2.7040], [-3.9986, 2.4300, 2.2512], [-3.0091, 2.6227, 1.3009], [-2.3264, 1.5247, 0.8174], [-1.2876, 1.6521, -0.1357], [-1.3256, 2.7536, -1.0066], [-2.4241, 2.9134, -1.8369], [-2.4080, 3.9420, -2.7680], [-1.3071, 4.7863, -2.8618], [-0.2310, 4.6192, -2.0028], [-0.2368, 3.6011, -1.0549], [-2.0586, -4.1200, 2.6076], [-3.6347, -3.3596, 2.7492], [-2.2010, -2.4996, 3.2870], [-4.4754, -3.5133, -0.0587], [-4.0904, -2.1277, -1.0776], [-4.8295, -1.8847, 0.5007], [-1.3410, -4.5889, 0.1563], [-0.2057, -3.2980, -0.1360], [-1.5350, -3.6008, -1.2745], [-3.7643, -0.9206, 2.6182], [-5.0376, 0.9852, 3.4461], [-4.5457, 3.2793, 2.6343], [-2.7808, 3.6163, 0.9383], [-3.2874, 2.2670, -1.7326], [-3.2636, 4.0925, -3.4129], [-1.3025, 5.5882, -3.5871], [0.6144, 5.2923, -2.0529], [0.5796, 3.4697, -0.3593], [0.1155, -2.0420, -4.1476], [0.4270, -1.6680, -2.6820], [-0.3075, -0.4514, -2.2808], [-1.7460, -0.6323, -2.5367], [-2.0202, -0.8180, -4.0441], [-0.6935, -0.9262, -4.7387], [0.0525, 0.3678, -4.6063], [0.2029, 0.6694, -3.0990], [-0.4768, -2.9514, -4.2337], [1.0134, -2.1504, -4.7526], [1.4888, -1.4769, -2.5432], [0.1363, -2.4919, -2.0362], [-2.2787, 0.2367, -2.1567], [-2.0868, -1.4952, -1.9722], [-2.5422, 0.0289, -4.4861], [-2.5795, -1.7268, -4.2583], [-0.8521, -1.1208, -5.7267], [-0.5282, 1.1307, -5.1213], [1.0073, 0.2481, -5.1147], [-0.3484, 1.5719, -2.8512], [1.2489, 0.8218, -2.8431], [1.4010, 1.5541, 0.8077], [2.2502, 1.1729, -0.0655], [1.9754, 0.1112, -0.7350], [3.4899, 1.9190, -0.2932], [3.7367, 3.0800, 0.4398], [4.9119, 3.7810, 0.2327], [5.8356, 3.3231, -0.6988], [5.5928, 2.1640, -1.4270], [4.4201, 1.4592, -1.2255], [3.0124, 3.4191, 1.1684], [5.1125, 4.6794, 0.7997], [6.7555, 3.8709, -0.8545], [6.3219, 1.8109, -2.1431], [4.2203, 0.5465, -1.7707], [0.6022, -0.4654, 3.2668], [1.2239, -1.1065, 2.0453], [2.7159, -0.8770, 2.1534], [3.2606, -1.3977, 3.3808], [2.6008, -0.7377, 4.5113], [1.1553, -0.9806, 4.4947], [0.9255, -2.4269, 4.5511], [1.5632, -3.1102, 3.4205], [1.0172, -2.5905, 2.1924], [3.0017, -2.8356, 3.4585], [-0.4736, -0.6582, 3.2365], [0.7826, 0.6114, 3.2059], [2.8951, 0.1961, 2.1196], [3.1906, -1.3580, 1.2964], [2.7875, 0.3362, 4.4621], [3.0160, -1.1225, 5.4418], [-0.1473, -2.6245, 4.5330], [1.3365, -2.8181, 5.4808], [-0.0544, -2.7826, 2.1683], [1.4993, -3.0836, 1.3442], [3.4884, -3.3374, 2.6203], [3.4162, -3.2264, 4.3869]], "forces_ev_per_a": [[-0.260, 0.205, -0.376], [0.021, 0.022, -0.045], [-0.046, -0.032, 0.009], [0.025, -0.023, 0.036], [-0.021, 0.052, 0.008], [0.103, -0.059, 0.017], [0.090, 0.000, -0.010], [0.012, 0.002, 0.016], [0.011, -0.005, -0.001], [0.009, 0.007, -0.015], [0.006, 0.049, -0.017], [-0.073, -0.049, 0.129], [0.084, -0.036, 0.086], [-0.004, -0.040, 0.001], [0.005, 0.031, -0.032], [-0.016, -0.011, -0.008], [0.003, 0.000, 0.005], [0.001, 0.000, 0.011], [-0.015, -0.004, 0.010], [-0.005, -0.006, 0.007], [-0.001, -0.006, 0.010], [0.000, 0.005, -0.003], [-0.011, 0.004, -0.009], [0.019, 0.004, -0.002], [-0.009, 0.005, -0.005], [-0.021, -0.007, 0.000], [0.000, -0.015, -0.008], [-0.011, -0.010, 0.002], [-0.012, -0.006, 0.005], [-0.002, 0.000, 0.003], [-0.011, -0.008, 0.009], [0.018, -0.009, -0.010], [0.000, 0.005, 0.015], [-0.002, 0.003, 0.001], [0.003, 0.004, 0.000], [-0.003, 0.005, -0.005], [0.017, -0.006, 0.003], [0.009, 0.008, 0.007], [-0.022, -0.022, -0.027], [0.085, -0.031, 0.100], [-0.028, 0.003, -0.003], [0.005, 0.003, 0.011], [-0.006, -0.001, -0.014], [-0.002, 0.009, 0.015], [0.017, 0.027, -0.005], [-0.009, 0.004, 0.006], [-0.001, -0.012, 0.004], [0.009, 0.014, -0.002], [0.026, 0.023, -0.011], [0.016, -0.027, -0.005], [0.000, -0.023, 0.005], [-0.001, 0.005, 0.003], [0.001, 0.002, -0.005], [0.000, 0.009, 0.003], [0.021, 0.006, -0.009], [0.000, -0.021, 0.005], [-0.012, -0.010, 0.016], [-0.022, 0.023, -0.023], [-0.088, -0.046, -0.044], [0.046, -0.017, 0.004], [0.096, -0.067, 0.076], [0.006, 0.016, -0.004], [0.014, 0.018, -0.009], [-0.012, -0.002, 0.007], [0.003, 0.000, -0.002], [-0.001, -0.008, -0.002], [-0.022, -0.005, 0.010], [-0.009, -0.009, 0.000], [0.006, 0.003, -0.004], [0.001, 0.000, -0.002], [0.006, 0.005, 0.002], [0.010, 0.000, -0.008], [-0.003, 0.024, 0.030], [-0.019, 0.029, 0.062], [-0.021, 0.002, -0.008], [0.006, -0.005, 0.008], [0.006, -0.001, -0.002], [-0.009, -0.006, 0.002], [-0.002, -0.002, -0.008], [0.000, -0.009, 0.006], [-0.022, 0.014, -0.016], [-0.002, 0.005, -0.002], [0.004, 0.003, -0.013], [-0.001, -0.006, -0.001], [0.003, -0.002, -0.002], [0.002, 0.003, 0.003], [0.000, 0.002, -0.001], [-0.002, 0.001, 0.002], [0.001, 0.001, 0.003], [0.000, 0.000, 0.001], [0.009, 0.000, 0.003], [0.006, 0.001, 0.003], [0.001, 0.000, -0.001], [0.000, -0.001, 0.000]], "mulliken_charge": [-0.886, -1.587, 1.037, -1.313, -1.026, 1.318, -0.095, -0.376, -1.249, -0.900, -0.936, 0.685, 1.398, -0.813, 0.635, -1.061, -0.686, -0.848, -0.432, 0.496, 0.363, 0.318, 0.434, 0.284, 0.374, 0.609, -0.061, 0.384, 0.331, 0.473, 0.472, 0.585, 0.442, 0.485, 0.483, 0.512, 0.672, -0.984, -0.474, 2.074, 0.296, -1.069, 0.030, -1.042, 0.586, 0.380, 0.314, 0.568, -0.047, -0.164, -0.597, 0.346, 0.378, 0.279, 0.417, 0.289, -0.922, 0.421, -0.812, 1.160, -1.087, 0.835, -0.248, -1.038, -0.450, -1.038, -0.018, 0.515, 0.446, 0.444, 0.447, 0.483, -1.169, 2.302, -1.337, 0.184, -0.671, 0.194, -0.774, 0.173, -0.557, -0.651, 0.343, 0.410, 0.282, 0.289, 0.337, 0.361, 0.275, 0.364, -0.690, 0.408, 0.347, 0.344], "total_charge": 2, "e_lumo_ev": -4.930, "relative_energy_kj_mol": 46.5, "homo_lumo_gap_ev": 7.8519}

---

[2]
{"formula": "C21H21Br2N3OTc", "method": "wB97M-V/def2-TZVPD", "elements": ["Tc", "Br", "C", "C", "C", "Br", "C", "C", "C", "C", "N", "C", "C", "O", "H", "H", "H", "H", "C", "C", "C", "C", "C", "C", "H", "H", "H", "H", "H", "C", "C", "N", "C", "C", "N", "C", "C", "H", "H", "H", "H", "H", "H", "H", "H", "H", "H", "H", "H"], "xyz": [[-0.4436, -0.3122, -0.6651], [0.6518, -1.9317, -5.3031], [1.6212, -0.8211, -4.1841], [2.9142, -0.3941, -4.5453], [3.6279, 0.4687, -3.7539], [5.3100, 1.0380, -4.3065], [3.0801, 0.9391, -2.5212], [3.6607, 1.8830, -1.6647], [2.9983, 2.2918, -0.5192], [1.7770, 1.7303, -0.1940], [1.2068, 0.8091, -0.9809], [1.8159, 0.4498, -2.1663], [1.0516, -0.3813, -3.0028], [-0.2029, -0.6506, -2.5834], [3.3380, -0.7417, -5.4776], [4.6280, 2.3036, -1.9131], [3.4272, 3.0342, 0.1391], [1.2537, 1.9960, 0.7149], [-4.1878, 2.5214, -0.4817], [-3.1338, 2.8221, 0.3828], [-1.9814, 2.0552, 0.3631], [-1.9153, 0.9950, -0.5416], [-2.9435, 0.6978, -1.4373], [-4.1008, 1.4649, -1.3793], [-5.0833, 3.1292, -0.4595], [-3.2166, 3.6519, 1.0738], [-1.1693, 2.2807, 1.0443], [-2.8587, -0.0989, -2.1725], [-4.9185, 1.2514, -2.0555], [0.6058, -2.0641, 1.1940], [0.5908, -2.9368, 2.4910], [-0.2983, -2.3311, 3.4696], [-1.6552, -2.3011, 2.9357], [-1.7051, -1.4017, 1.6652], [-0.3200, -0.8914, 1.3760], [0.1529, -0.0697, 2.5297], [0.1516, -0.9768, 3.7970], [0.2570, -2.6494, 0.3276], [1.6024, -1.6743, 0.9775], [1.5969, -3.0035, 2.9001], [0.2478, -3.9447, 2.2690], [-2.3341, -1.9044, 3.6881], [-1.9682, -3.3169, 2.7041], [-2.3487, -0.5345, 1.7876], [-2.0530, -1.9633, 0.7840], [-0.5238, 0.7774, 2.6274], [1.1493, 0.2998, 2.2891], [-0.5074, -0.5618, 4.5570], [1.1523, -1.0336, 4.2211]], "forces_ev_per_a": [[-0.068, 0.163, -0.755], [-0.099, -0.153, -0.161], [-0.310, 0.213, 0.358], [0.162, 0.137, 0.133], [-0.241, -0.094, 0.035], [0.262, 0.100, -0.059], [0.213, 0.021, -0.188], [0.051, 0.037, 0.055], [0.098, 0.048, 0.014], [-0.043, -0.221, -0.060], [-0.044, 0.006, 0.109], [-0.393, -0.094, -0.054], [0.297, -0.002, -0.180], [-0.075, 0.002, 0.812], [-0.024, -0.012, 0.005], [-0.035, -0.013, 0.004], [-0.002, -0.013, -0.033], [-0.023, 0.028, -0.028], [-0.007, 0.006, -0.008], [0.042, -0.019, 0.040], [-0.238, 0.045, 0.034], [0.551, -0.120, -0.054], [-0.096, 0.007, 0.023], [-0.033, -0.019, -0.019], [0.022, -0.022, 0.004], [-0.008, -0.024, -0.045], [0.004, 0.012, -0.054], [0.034, 0.044, -0.007], [0.021, 0.017, 0.025], [-0.110, -0.033, 0.145], [-0.055, 0.159, 0.031], [-0.031, 0.202, -0.232], [0.124, 0.019, 0.047], [0.222, -0.017, 0.019], [-0.022, -0.043, -0.083], [-0.106, -0.204, -0.076], [-0.036, -0.119, -0.034], [0.013, 0.032, 0.049], [-0.003, 0.022, 0.000], [0.005, 0.000, 0.033], [-0.001, -0.024, 0.003], [0.010, 0.000, 0.032], [-0.006, -0.021, 0.006], [-0.041, 0.031, 0.027], [0.012, -0.026, 0.001], [-0.015, 0.007, 0.032], [0.029, -0.034, 0.018], [-0.016, -0.013, 0.016], [0.005, -0.016, 0.018]], "nbo_charge": [1.501, 0.210, -0.085, -0.219, -0.085, 0.186, -0.046, -0.031, -0.265, 0.101, -0.460, 0.114, 0.214, -0.635, 0.272, 0.266, 0.267, 0.224, -0.139, -0.190, -0.186, -0.190, -0.242, -0.162, 0.252, 0.249, 0.210, 0.251, 0.252, -0.291, -0.242, -0.372, -0.251, -0.269, -0.447, -0.249, -0.256, 0.215, 0.230, 0.236, 0.234, 0.238, 0.233, 0.241, 0.211, 0.224, 0.214, 0.235, 0.233], "multiplicity": 4, "total_charge": 2, "e_lumo_ev": [-7.870, -8.635], "homo_lumo_gap_ev": [6.2851, 5.6364], "s2": 3.802}